The following is a quantum chemistry calculation of a 4-piece molecular cluster, C2H11NO4 overall, from the Open Molecules 2025 dataset.

The HOMO energy is -0.3569 Ha. Its relative energy (zero: lowest compared OMol25 entry of this formula, charge and spin) is 187.4 kJ/mol. Its LUMO energy is 0.7 eV. The molecular weight is 113.1 u. The SMILES is NCC=O.O.O.O. Its largest force on an atom is 1.02 eV Å⁻¹.

Atoms and positions in Å:
C 0.369 -0.028 -1.309
H -0.679 0.567 2.411
C 0.907 -1.403 -1.094
H -0.711 0.090 -1.137
O 2.053 1.576 0.874
O -1.535 0.841 2.109
H 2.588 2.356 0.911
H -1.784 1.521 2.742
H 1.975 -1.451 -1.329
H -3.862 -0.710 0.109
H 1.298 -2.489 0.541
H 0.926 -0.966 0.929
N 0.657 -1.729 0.320
O -2.972 -0.611 -0.254
H -2.691 0.230 0.113
H 1.866 1.497 -0.055
H 0.408 -2.066 -1.808
O 0.982 0.951 -1.653